No. 1
The following is a DFT calculation (wB97M-V/def2-TZVPD) of a cluster of 2 separate species, C26H28N3 in total in a non-equilibrium geometry.

Values from the calculation:
DFT total energy   -31880.26225 eV
Total charge   +1
LUMO energy   -4.1 eV

Structure (XYZ):
```
57
Properties=species:S:1:pos:R:3:forces:R:3:mulliken_charge:R:1
C 1.8908 -2.7439 2.2224 -0.1 -0.6 0.0 -1.682
C 1.6185 -1.3053 2.1136 1.0 1.2 -0.3 0.310
N 2.5950 -0.3682 2.2232 -0.8 -1.3 0.0 0.293
C 4.0086 -0.6636 2.4048 0.3 -0.2 0.1 -0.896
C 2.0567 0.9195 2.1075 -0.8 0.3 -0.2 0.120
C 0.6643 0.7813 1.8932 0.7 0.3 0.1 0.786
C -0.0864 1.9297 1.6735 0.1 0.5 0.0 -0.128
C 0.5458 3.1826 1.7252 0.0 -0.4 -0.1 -0.982
C 1.9279 3.2946 1.9576 0.0 -0.5 0.1 -0.649
C 2.7118 2.1457 2.1502 -0.3 0.1 -0.1 -1.105
C 0.3694 -0.6580 1.8972 -0.5 0.3 -0.3 1.862
C -0.8501 -1.2937 1.6864 1.5 -0.2 2.1 -0.605
C -2.1095 -0.6581 1.9720 -1.8 0.8 -0.1 0.356
C -2.3002 0.2868 3.0274 0.2 -0.3 -0.4 -0.323
C -3.5463 0.8752 3.2477 0.1 -0.2 -0.2 -0.720
C -4.6347 0.5546 2.4227 0.4 -0.2 -0.2 -0.391
C -4.4741 -0.3879 1.3973 0.0 0.1 0.2 -0.828
C -3.2415 -1.0007 1.1987 0.3 0.0 0.1 -0.193
H 0.9319 -3.2623 2.2868 0.3 -0.1 0.0 0.360
H 2.4231 -3.1302 1.3392 -0.1 0.2 0.2 0.351
H 2.4794 -2.9866 3.1198 -0.1 0.1 -0.3 0.452
H 4.5594 0.2804 2.4266 -0.1 -0.3 0.0 0.326
H 4.1812 -1.2056 3.3466 -0.1 0.2 -0.3 0.319
H 4.3900 -1.2823 1.5770 -0.2 0.3 0.2 0.322
H -1.1508 1.8391 1.4733 0.2 0.3 0.0 0.544
H -0.0461 4.0892 1.5813 0.2 -0.3 0.0 0.411
H 2.3949 4.2784 1.9842 -0.1 -0.3 0.0 0.401
H 3.7869 2.1847 2.3299 -0.4 0.2 -0.1 0.260
H -0.8478 -2.3696 1.5600 0.0 0.4 0.4 -0.036
H -1.4573 0.5454 3.6745 -0.3 -0.1 -0.2 0.501
H -3.6698 1.5940 4.0644 0.1 -0.3 -0.3 0.408
H -5.6013 1.0305 2.5815 0.2 -0.1 0.0 0.407
H -5.3137 -0.6556 0.7506 0.3 0.1 0.3 0.405
H -3.0920 -1.7387 0.4130 -0.2 0.2 0.1 0.382
C -0.8311 -4.6799 -6.6210 0.3 0.0 0.2 -0.532
C -2.2153 -5.2314 -6.2601 -0.3 0.2 0.2 -0.531
C -2.4205 -4.9641 -4.7556 -0.3 -0.5 0.4 -0.578
N -1.3044 -4.1324 -4.3440 0.0 0.0 0.0 0.184
C -1.1836 -3.6153 -3.0706 0.0 0.2 0.2 0.478
C -1.3380 -4.4360 -1.9303 0.1 0.4 0.1 -0.544
C -1.2194 -3.8616 -0.6671 -0.2 0.2 -0.6 -0.496
N -1.0609 -2.5400 -0.4623 0.1 -0.4 -1.0 -0.094
C -0.9205 -1.7570 -1.5386 0.1 -0.5 -0.6 -0.352
C -0.9198 -2.2437 -2.8473 -0.1 -0.1 0.4 -0.712
C -0.3236 -3.9072 -5.3870 0.4 0.5 -0.1 -0.572
H -0.1379 -5.4975 -6.8415 -0.1 0.2 -0.1 0.272
H -0.8731 -4.0156 -7.4877 0.0 -0.2 0.1 0.294
H -2.9941 -4.7080 -6.8246 0.1 -0.2 0.1 0.272
H -2.2949 -6.3009 -6.4676 0.0 0.2 -0.1 0.300
H -3.3809 -4.4481 -4.5763 0.3 -0.1 0.0 0.266
H -2.4509 -5.9038 -4.1780 0.0 0.2 -0.2 0.249
H -1.5029 -5.5077 -2.0436 0.0 0.3 0.1 0.362
H -1.2710 -4.5054 0.2106 -0.1 0.2 0.0 0.433
H -0.8079 -0.6873 -1.3570 0.0 -0.2 0.0 0.414
H -0.7936 -1.5615 -3.6879 0.0 -0.2 0.2 0.349
H 0.6686 -4.2824 -5.0765 -0.3 0.2 0.0 0.254
H -0.2074 -2.8315 -5.5954 0.0 -0.2 -0.1 0.250
```
Positions in Å, forces in eV/Å.


No. 2
The following is a DFT calculation (wB97M-V/def2-TZVPD) of a cluster of 2 separate species, C4H7N3 in total in a non-equilibrium geometry.

Values from the calculation:
DFT total energy   -8725.95524 eV
Total charge   0
LUMO energy   0.5 eV

Structure (XYZ):
```
14
Properties=species:S:1:pos:R:3:forces:R:3:mulliken_charge:R:1
C 1.9519 -0.6710 0.0121 -5.6 -3.2 0.1 -0.022
C -0.1284 0.8753 0.0614 -0.7 1.5 -4.9 -0.591
C -1.5755 0.4097 0.0830 -0.2 2.0 1.1 -0.472
C -1.4290 -1.0256 0.0148 1.8 -1.3 1.6 -0.018
H 2.6062 1.1378 -0.7120 1.2 -3.3 3.3 0.290
H 1.7791 -1.7690 0.3467 1.1 1.7 -0.3 0.408
H -0.2508 1.5399 -0.9881 1.6 -0.2 3.7 0.239
H 0.2244 1.1934 1.0417 0.4 0.6 -0.5 0.362
H -2.1031 0.7327 -0.8236 -0.4 0.4 0.6 0.269
H -2.0066 0.7972 1.0757 -0.2 -0.8 -1.7 0.255
H -2.3941 -1.4791 0.2377 0.9 -1.6 -0.1 0.344
N 2.9479 -0.0140 0.1912 1.8 5.7 -3.4 -0.507
N 0.5427 -0.3170 -0.4713 3.9 -0.6 1.5 0.105
N -0.1647 -1.4103 -0.0693 -5.5 -1.1 -1.0 -0.660
```
Positions in Å, forces in eV/Å.


No. 3
The following is a DFT calculation (wB97M-V/def2-TZVPD) of a structure of composition C37H49MnN4O5PSSi in a non-equilibrium geometry.

Values from the calculation:
Spin multiplicity   6
DFT total energy   -114680.64211 eV
Total charge   0
LUMO energy (spin up / spin down)   -0.7 / -0.7 eV

Structure (XYZ):
```
99
Properties=species:S:1:pos:R:3:forces:R:3:mulliken_spin:R:1
Mn 0.2985 0.2910 0.8300 -1.1 0.9 0.7 4.786
C 0.5308 4.1540 0.7328 -1.0 -0.9 -0.1 0.016
C 0.4586 3.4260 2.0368 0.3 -0.5 1.4 0.017
C 0.3942 4.1517 3.2344 -0.4 0.2 -1.5 0.000
C 0.2680 3.4921 4.4361 -0.2 -0.3 1.5 0.004
C 0.2918 2.1055 4.4867 0.4 -0.2 -0.7 0.006
C 0.3966 1.3669 3.2410 0.0 1.7 0.7 0.042
N 0.4926 2.0622 2.0593 0.2 1.1 0.2 0.031
N 0.3864 0.0501 3.0900 0.4 -2.4 0.8 -0.008
Si 0.6480 -1.1200 4.4561 0.0 1.8 -1.0 0.020
C 2.1233 -0.5622 5.5494 0.0 -0.9 -0.9 0.002
C -0.8947 -1.2637 5.4582 -1.7 -0.1 -0.2 0.001
C 1.0482 -2.7899 3.7486 -1.5 -1.0 -1.0 0.001
H 1.2462 3.5911 0.1206 -0.4 0.2 -0.4 -0.004
H 0.8943 5.1549 0.8725 0.2 0.5 0.1 0.001
H -0.5280 4.2147 0.3306 1.3 -0.3 0.0 0.002
H 0.3419 5.2360 3.1828 0.1 -0.2 0.0 0.000
H 0.1085 4.1281 5.3494 0.4 -1.0 -0.8 0.000
H 0.3436 1.5253 5.4115 -0.4 0.5 -0.2 -0.002
H 1.8218 0.1926 6.2347 -0.3 0.7 0.7 0.000
H 2.9005 -0.1054 4.8979 -0.2 -0.5 0.5 0.000
H 2.4950 -1.4189 6.1567 0.0 0.5 -0.5 0.000
H -1.1658 -0.2357 5.7571 0.1 -0.5 0.4 0.000
H -0.8526 -1.9815 6.2989 0.1 0.6 -0.2 0.000
H -1.7993 -1.5826 4.8457 1.2 0.2 0.4 0.000
H 0.9109 -2.6369 2.6346 0.7 -0.5 1.1 0.008
H 0.3831 -3.6655 4.0471 0.4 1.3 -0.3 0.000
H 2.0218 -3.0984 4.0878 0.7 0.0 -0.5 0.000
C -4.1070 -3.0805 1.6870 1.0 -1.0 -0.7 0.000
C -3.3575 -1.8088 1.3258 -0.2 1.1 -0.1 -0.008
C -3.8190 -0.5235 2.1074 -0.9 -0.5 -0.4 0.002
C -1.8288 -2.0003 1.3508 0.6 -0.2 0.9 0.078
C -1.3761 -3.4010 0.9468 -1.2 0.5 -0.6 -0.006
O -1.5450 -3.2953 -0.5222 0.7 1.1 0.7 0.011
C -1.2742 -1.9701 -0.8362 -0.4 0.5 4.3 0.082
N -1.1817 -1.1466 0.2626 -0.6 -3.1 -2.8 -0.103
C -1.4333 -1.7121 -2.2479 -0.8 -0.2 -2.5 0.006
C -2.0620 -2.8152 -2.9674 1.0 0.4 1.3 0.005
C -2.5134 -2.6525 -4.2521 -0.4 -0.2 -0.2 -0.002
C -2.4025 -1.4266 -4.8885 0.4 -0.1 0.1 0.007
C -1.6737 -0.4178 -4.2834 0.1 0.4 -1.8 -0.006
C -1.2153 -0.4955 -2.9711 -0.4 -1.4 0.5 -0.046
P -0.3950 0.9700 -2.3199 0.0 0.3 0.9 -0.041
C 1.0402 1.0213 -3.4380 0.5 -0.7 0.2 0.003
C 1.8949 2.0995 -3.2892 0.1 0.6 0.4 -0.001
C 2.9433 2.2945 -4.1898 0.3 0.7 0.2 0.000
C 3.2515 1.3469 -5.1487 -0.3 0.2 -0.3 0.001
C 2.4727 0.2105 -5.1978 0.2 -0.4 -0.6 0.000
C 1.3975 0.0343 -4.3489 -0.5 -0.7 -0.4 0.002
C -1.4555 2.2128 -3.1633 -0.3 1.2 0.3 0.030
C -2.8184 1.9753 -3.3966 -1.1 0.4 -0.6 0.001
C -3.5552 2.7889 -4.2918 1.7 0.4 0.8 -0.001
C -2.9432 3.9350 -4.8420 0.0 -1.4 0.8 0.002
C -1.6709 4.2801 -4.4692 1.2 -0.5 0.9 -0.001
C -0.9328 3.4401 -3.5745 -0.7 0.9 -0.9 -0.002
H -5.1528 -2.9133 1.8692 -0.4 0.1 0.3 0.000
H -3.5957 -3.5872 2.5083 -0.5 0.2 0.5 0.000
H -4.0224 -3.8387 0.8665 -0.3 0.7 0.4 0.000
H -3.6323 -1.5693 0.3051 0.1 -0.1 -0.4 0.000
H -3.0208 0.1935 2.2898 0.2 0.0 -0.4 0.003
H -4.2410 -0.7623 3.1126 0.1 0.0 -0.8 0.000
H -4.5864 -0.0333 1.4287 0.8 -0.3 1.3 0.000
H -1.4667 -1.7467 2.3823 0.0 0.0 -1.1 0.018
H -2.0092 -4.2467 1.3280 0.9 0.9 -0.6 0.000
H -0.3204 -3.5209 1.1501 0.2 -0.3 0.0 -0.008
H -2.1538 -3.7920 -2.4523 0.0 0.9 -0.6 0.000
H -2.9566 -3.4863 -4.7867 -0.1 0.0 0.2 0.000
H -2.8154 -1.2672 -5.8780 0.1 -0.1 0.0 0.000
H -1.4215 0.4205 -4.9991 -0.3 -0.7 1.5 0.000
H 1.6693 2.7674 -2.4303 0.5 -0.1 -0.9 -0.001
H 3.4961 3.2299 -4.2222 0.0 -0.1 0.4 0.000
H 4.0176 1.5028 -5.9136 -0.2 0.1 0.5 0.000
H 2.6602 -0.4994 -6.0011 0.0 -0.2 0.3 0.000
H 0.8235 -0.8927 -4.4685 0.1 0.5 0.2 0.000
H -3.3316 1.1850 -2.8320 0.3 0.2 -0.5 0.000
H -4.5741 2.6148 -4.5638 -0.5 -0.4 0.3 0.000
H -3.4855 4.5608 -5.4914 -0.6 0.6 -0.8 0.000
H -1.2001 5.1775 -4.8850 -0.2 -0.3 0.4 0.000
H 0.0080 3.8393 -3.1993 0.0 -0.4 -0.3 0.001
C 4.4104 -3.6724 0.0931 0.9 1.8 0.8 0.000
C 3.1229 -2.8270 0.2418 -0.6 -1.7 -0.8 0.001
S 3.0930 -1.1759 -0.4456 0.0 1.7 0.1 0.016
O 2.2106 -0.3251 0.5003 0.8 -1.2 -1.0 0.030
C 4.7340 -0.4870 -0.0374 0.6 -0.3 -0.4 0.002
C 4.9658 -0.4150 1.4669 -0.8 0.4 0.2 0.003
H 4.2306 -4.6930 0.3209 -0.4 -0.9 0.3 0.000
H 5.1896 -3.3151 0.8150 -0.7 -0.3 -0.6 0.000
H 4.8813 -3.6461 -0.8821 -0.2 0.2 -0.4 0.000
H 2.8192 -2.7401 1.2742 0.0 0.1 0.4 -0.003
H 2.2869 -3.3783 -0.3127 0.9 0.9 0.7 0.000
H 4.8262 0.4772 -0.5811 -0.6 -0.4 0.5 0.000
H 5.4833 -1.1087 -0.5490 -0.2 -0.1 0.2 0.001
H 4.0085 -0.2287 1.9948 0.4 -0.4 -0.2 -0.001
H 5.5682 0.4293 1.7485 0.4 0.5 -0.2 0.000
H 5.4892 -1.2780 1.8584 -0.2 -0.4 0.0 0.000
O -3.6460 1.8870 -0.3959 1.9 1.6 1.2 0.000
N -2.7492 2.6434 0.1917 -1.5 -1.3 -1.1 0.007
O -2.8471 3.8779 0.1864 -0.1 -0.8 -0.1 0.003
O -1.7697 2.0953 0.7652 -0.4 0.0 -0.3 -0.011
```
Positions in Å, forces in eV/Å.


No. 4
The following is a DFT calculation (wB97M-V/def2-TZVPD) of a cluster of 3 separate species, C8H19NO in total in a non-equilibrium geometry.

Values from the calculation:
DFT total energy   -12137.49165 eV
Total charge   0
LUMO energy (spin up / spin down)   0.7 / 0.7 eV

Structure (XYZ):
```
29
Properties=species:S:1:pos:R:3:forces:R:3:mulliken_charge:R:1
C 0.1486 -1.1683 -0.0136 2.0 -1.8 -0.7 1.040
C -0.6937 1.4021 0.1089 1.8 -0.8 -1.1 1.813
C 2.1411 -1.8739 -0.8252 -0.8 -1.5 0.8 -0.588
C 0.6788 -0.0126 -0.6185 -3.5 3.7 1.7 -1.266
C -0.9857 -1.9169 -0.6559 0.4 -0.2 -0.1 -1.770
C -2.1144 0.9391 0.3342 0.0 -0.2 0.0 -1.743
C -0.6094 2.4380 -0.9901 -0.2 0.2 0.1 -1.743
C -0.0514 1.8689 1.3918 0.0 0.2 0.1 -1.731
N 0.2803 -1.3668 1.3340 0.1 0.2 0.0 -0.285
O 2.8287 -2.1846 0.3833 -0.2 0.2 -0.1 -0.511
H 3.3669 -1.4300 0.6440 0.0 0.0 -0.1 0.321
H -0.1011 -2.2254 1.7016 0.2 -0.1 -0.1 0.233
H 1.1976 -1.1460 1.7047 -0.2 -0.1 0.0 0.263
H 1.7929 -2.8128 -1.2537 0.2 -0.2 0.0 0.287
H 2.8248 -1.3849 -1.5269 -0.5 0.5 0.0 0.329
H 1.5511 0.4518 -0.1796 0.1 0.0 -0.1 0.420
H 0.4817 0.1186 -1.6710 0.4 -0.2 -0.1 0.350
H -1.2499 -1.4889 -1.6190 0.0 0.0 0.0 0.302
H -0.6784 -2.9550 -0.8020 -0.1 0.0 -0.1 0.471
H -1.8724 -1.9138 -0.0225 0.0 0.1 0.1 0.430
H -2.7557 1.7755 0.6568 0.2 0.0 -0.1 0.476
H -2.1779 0.1909 1.1277 0.0 -0.1 -0.1 0.314
H -2.5645 0.5367 -0.5761 0.0 0.0 0.0 0.284
H -1.1590 3.3548 -0.7260 0.0 0.0 0.0 0.432
H 0.4246 2.7310 -1.1907 0.0 0.0 0.0 0.343
H -1.0415 2.0687 -1.9244 0.0 0.0 0.0 0.389
H -0.0605 1.0845 2.1525 0.0 0.0 -0.1 0.322
H 0.9829 2.1882 1.2347 0.0 0.0 0.0 0.352
H -0.5845 2.7310 1.8208 0.0 0.0 -0.1 0.467
```
Positions in Å, forces in eV/Å.